Run 1
Formula: C2H3N2OP
Source: OMol25
Level of theory: ωB97M-V/def2-TZVPD

As for the SMILES: N/N=C\C1=PO1. The calculation puts the HOMO energy (alpha / beta) at -7.7 / -7.9 eV. The HOMO-LUMO gap (alpha / beta) is 6.96 / 7.32 eV.

The geometry in XYZ format:
```
9
C2H3N2OP, DFT ωB97M-V/def2-TZVPD
C 0.60949 -0.00081 -0.68793
C -0.33853 -1.17489 -0.79207
N 0.61821 1.05592 -0.00888
N 0.00403 1.47715 1.07942
O -1.01201 -2.20772 0.30837
P -0.47295 -2.83380 -1.03206
H 1.32541 0.09763 -1.52940
H 0.06439 2.51100 1.22739
H -0.79803 1.07550 1.43516
```

Run 2
Formula: C2H3N2OP
Source: OMol25
Level of theory: ωB97M-V/def2-TZVPD

The calculation puts the HOMO energy at -8.5 eV. The HOMO-LUMO gap is 8.84 eV.

The geometry in XYZ format:
```
9
C2H3N2OP, DFT ωB97M-V/def2-TZVPD
C -1.12629 1.06479 -0.91954
C 0.29854 -1.34336 0.07325
N 0.66399 -0.73406 -2.25685
N 0.46629 -1.09364 -1.18321
O -0.53722 1.16156 0.26176
P -0.02226 -0.01859 1.31347
H -1.17800 2.09947 -1.27367
H 0.04452 -2.46228 0.10883
H 1.13302 0.67177 1.49096
```

What should be chosen as the most stable of them? Choose run 1.

Run 1
Formula: C2H3ClF2S
Source: OMol25
Level of theory: ωB97M-V/def2-TZVPD

The calculation puts the HOMO energy at -9.4 eV. The HOMO-LUMO gap is 8.80 eV.

The geometry in XYZ format:
```
9
C2H3ClF2S, DFT ωB97M-V/def2-TZVPD
C 1.95245 -0.14539 0.27489
C -1.71062 -0.07294 0.37177
F 2.10114 1.17946 0.09258
F 2.33516 -0.77009 -0.85594
S -3.00762 -0.90426 -0.28382
Cl -1.53519 1.54554 -0.07786
H 0.88946 -0.36341 0.45969
H 2.61572 -0.46526 1.09085
H -3.64049 -0.00364 -1.07216
```

Run 2
Formula: C2H3ClF2S
Source: OMol25
Level of theory: ωB97M-V/def2-TZVPD

As for the SMILES: FC(F)(Cl)CS. The calculation puts the HOMO energy at -9.5 eV. The HOMO-LUMO gap is 10.22 eV.

The geometry in XYZ format:
```
9
C2H3ClF2S, DFT ωB97M-V/def2-TZVPD
C 0.60519 -0.15483 0.35679
C -0.99067 0.58906 -0.08217
F -0.78200 1.73713 -0.72238
F -1.61324 -0.24286 -0.93140
S 1.61831 -0.53755 -1.06665
Cl -1.96469 0.82900 1.35697
H 1.05157 0.64251 0.94532
H 0.35113 -1.01981 0.95040
H 1.72441 -1.84264 -0.80688
```

What should be chosen as the most stable of them? Choose run 2.